[1]
Here is a cluster of 9 separate species, C30H87ClN8O4 in total at a distorted geometry from OMol25. Energies are from the ωB97M-V functional and the def2-TZVPD basis.

CARTESIAN COORDINATES (ANGSTROEM)
Cl: 2.98 2.57 -24.89
O: 3.48 3.65 -24.12
O: 3.72 2.37 -26.12
O: 3.11 1.35 -24.09
O: 1.55 2.75 -25.16
N: 3.67 5.86 -29.47
N: 7.08 0.79 -26.83
N: 1.79 0.32 -27.34
N: -0.23 0.85 -23.59
N: 2.14 3.39 -19.90
N: 6.06 8.23 -21.51
N: 5.30 -0.38 -25.03
N: -0.83 0.14 -20.98
C: 8.01 -0.19 -27.39
C: 3.12 7.68 -31.08
C: 5.24 6.39 -23.00
C: -2.41 -1.43 -22.12
C: -1.13 -1.26 -21.28
C: 5.74 8.52 -19.00
C: 3.83 5.84 -26.93
C: 1.97 4.40 -18.84
C: 2.34 5.30 -29.50
C: 5.20 0.54 -28.48
C: 6.95 2.73 -25.23
C: 3.48 2.83 -19.98
C: 2.31 3.80 -29.27
C: 0.45 0.26 -20.26
C: 6.66 8.56 -20.23
C: -2.42 0.06 -19.01
C: 3.69 7.30 -29.72
C: 2.92 5.58 -18.88
C: 1.65 3.84 -21.20
C: 7.84 1.80 -26.05
C: 5.30 10.55 -21.94
C: 5.77 6.82 -21.62
C: -1.93 0.79 -20.26
C: 0.15 4.08 -21.22
C: 4.44 5.50 -28.28
C: 1.66 -0.27 -21.02
C: 8.72 -1.06 -26.35
C: 3.87 2.01 -18.76
C: 6.29 1.44 -27.89
C: 4.94 9.07 -21.90
H: -2.44 -2.43 -22.54
H: 4.50 5.44 -26.16
H: 7.07 9.57 -20.27
H: 1.32 3.40 -29.50
H: 6.47 3.50 -25.84
H: 1.67 5.82 -28.79
H: 5.65 -0.33 -28.94
H: 5.71 -0.73 -24.16
H: 0.94 4.75 -18.89
H: 8.48 2.36 -26.74
H: 1.88 3.02 -21.90
H: 2.88 5.37 -26.65
H: -2.97 -0.85 -19.20
H: 2.07 3.85 -17.90
H: -0.25 3.93 -22.22
H: 5.41 5.98 -28.36
H: 3.96 5.25 -18.81
H: 4.58 8.77 -22.89
H: 4.59 0.36 -24.89
H: 4.23 3.60 -20.21
H: 2.24 4.69 -21.57
H: -0.34 -1.68 -21.91
H: 8.02 -1.48 -25.62
H: 3.38 8.72 -31.26
H: 1.82 0.25 -21.98
H: 6.72 6.29 -21.55
H: 5.07 6.46 -20.85
H: 4.84 9.11 -19.18
H: 4.79 -1.14 -25.47
H: 3.57 7.10 -31.88
H: 5.44 5.32 -23.12
H: 3.87 2.61 -17.85
H: 1.24 0.72 -28.11
H: 0.64 1.32 -20.05
H: 3.16 7.86 -28.94
H: 9.22 -1.88 -26.85
H: 2.44 -0.36 -27.75
H: 2.88 6.09 -19.84
H: 2.53 3.54 -28.22
H: -0.11 5.09 -20.90
H: 0.44 1.61 -23.78
H: -1.59 -0.21 -18.35
H: 7.55 7.94 -20.13
H: 6.03 -0.03 -25.76
H: 1.18 -0.22 -26.73
H: 3.03 3.25 -29.88
H: 4.89 1.65 -18.92
H: 2.77 6.28 -18.06
H: -1.05 1.05 -24.16
H: 1.63 -1.35 -21.17
H: 9.53 -0.53 -25.86
H: 4.05 8.94 -21.26
H: -1.61 1.78 -19.94
H: -3.03 0.73 -18.41
H: 3.48 2.14 -20.84
H: 7.47 -0.90 -28.03
H: 8.81 0.26 -28.00
H: 5.87 2.39 -27.55
H: 5.37 7.50 -18.84
H: -0.45 0.67 -22.54
H: 4.69 1.10 -29.26
H: 2.03 7.63 -31.14
H: -2.78 0.94 -20.93
H: 6.25 8.88 -18.12
H: 0.40 -0.28 -19.31
H: 8.49 1.29 -25.34
H: 5.76 6.95 -23.78
H: 2.57 -0.08 -20.46
H: -0.32 3.34 -20.56
H: -2.33 -0.74 -22.97
H: 5.44 10.94 -20.93
H: 0.12 -0.02 -24.01
H: 6.17 10.72 -22.57
H: 4.73 7.62 -29.66
H: 1.92 5.45 -30.50
H: -1.14 -1.94 -20.41
H: 6.98 1.69 -28.70
H: 3.76 6.91 -26.75
H: 4.61 4.42 -28.32
H: -3.33 -1.18 -21.60
H: 2.29 1.09 -26.86
H: 4.48 0.20 -27.73
H: 4.16 6.52 -23.11
H: 6.09 2.20 -24.82
H: 4.46 11.14 -22.32
H: 3.18 1.18 -18.64
H: 7.51 3.19 -24.42

Energy relative to the best compared isomer or geometry (same formula, charge and spin)   0.449 eV
LUMO energy   -6.39 eV
Net charge   +2
E_HOMO   -11.00 eV
Frontier orbital gap   4.61 eV
Total energy   -2393.59155 a.u.
Largest force on an atom   0.0439 Eh/bohr
2S+1   1

=====

[2]
Here is a structure of composition C19H15BiCl3F3N3OS from OMol25. Energies are from the ωB97M-V functional and the def2-TZVPD basis.

CARTESIAN COORDINATES (ANGSTROEM)
Bi: 0.68 0.30 0.54
Cl: 1.01 4.96 2.22
Cl: 3.14 0.29 -1.86
Cl: 3.07 -0.08 2.40
S: 2.04 2.41 0.62
F: -3.91 -5.83 0.37
F: -2.41 -6.69 1.68
F: -2.25 -6.94 -0.47
O: -0.90 3.98 -4.99
N: -0.63 1.22 -1.18
N: 1.16 3.21 -4.46
N: -0.36 -2.45 0.16
C: -1.71 -4.16 -0.82
C: -1.96 1.04 -1.18
C: -1.15 -4.27 1.50
C: 1.70 3.68 4.47
C: -2.76 1.58 -2.17
C: 1.91 -0.70 -1.05
C: -0.06 1.93 -2.15
C: 2.19 2.61 5.20
C: -0.79 2.48 -3.19
C: -0.99 -2.98 -0.89
C: 1.63 3.60 3.08
C: 2.04 2.46 2.39
C: -2.17 2.31 -3.18
C: 2.60 1.46 4.55
C: -0.18 3.29 -4.31
C: -1.79 -4.81 0.40
C: -2.60 -6.09 0.50
C: 2.53 1.40 3.18
C: -0.46 -3.09 1.33
H: -2.38 0.46 -0.37
H: -2.20 -4.55 -1.70
H: 2.41 -1.54 -0.58
H: 1.74 2.55 -3.98
H: 1.22 -1.08 -1.80
H: -0.90 -2.45 -1.83
H: 1.57 3.75 -5.21
H: 1.01 2.07 -2.07
H: -3.83 1.42 -2.14
H: 2.25 2.68 6.27
H: 2.99 0.61 5.11
H: 1.37 4.58 4.96
H: -2.74 2.76 -3.98
H: 0.06 -2.64 2.17
H: -1.19 -4.76 2.46

Energy relative to the best compared isomer or geometry (same formula, charge and spin)   0.039 eV
LUMO energy   -3.37 eV
Net charge   +1
E_HOMO   -11.65 eV
Frontier orbital gap   8.28 eV
Total energy   -3265.35120 a.u.
Largest force on an atom   0.0028 Eh/bohr
2S+1   1

=====

[3]
Here is a structure of composition C30H28N2NaO7PS2 at a distorted geometry from OMol25. Energies are from the ωB97M-V functional and the def2-TZVPD basis.

CARTESIAN COORDINATES (ANGSTROEM)
S: 0.75 -4.65 0.38
S: -2.18 -0.87 0.74
P: -0.01 2.02 0.20
Na: 0.07 -0.60 -0.47
O: 2.92 0.26 -1.77
O: 2.26 -1.28 3.49
O: -2.05 0.50 0.17
O: -1.44 -1.79 -0.17
O: -1.48 -0.92 2.07
O: 1.74 0.15 0.13
O: -3.58 -1.26 0.89
N: -0.88 -3.24 1.99
N: 1.28 -2.50 1.84
C: 1.49 -2.15 3.15
C: -1.54 4.40 0.97
C: 0.29 -3.41 1.40
C: 3.89 2.82 -0.71
C: -2.93 -4.23 2.88
C: 0.06 -4.63 6.34
C: 3.05 4.90 0.15
C: -1.43 1.72 4.05
C: -0.11 1.88 2.04
C: 2.67 2.22 -0.45
C: -3.44 -2.91 3.46
C: -2.06 -4.01 1.64
C: -1.35 1.91 2.69
C: -0.29 1.47 4.80
C: -2.91 5.59 -0.62
C: -0.22 -3.27 6.33
C: -1.61 3.69 -1.30
C: 2.45 0.75 -0.74
C: 0.94 1.42 4.16
C: 1.61 2.95 0.10
C: -1.13 3.50 -0.01
C: 1.81 4.30 0.38
C: -2.43 5.43 0.67
C: 0.18 -2.48 5.27
C: 1.17 -4.40 4.22
C: 0.76 -5.19 5.28
C: -2.48 4.72 -1.61
C: 1.03 1.63 2.79
C: 4.09 4.16 -0.40
C: 0.88 -3.04 4.21
H: -1.30 2.99 -2.07
H: 5.05 4.63 -0.60
H: -3.77 -4.86 2.58
H: -1.10 -2.21 2.12
H: -3.80 -2.26 2.66
H: -2.61 -3.45 0.88
H: -4.23 -3.08 4.19
H: -1.74 -4.97 1.21
H: -2.77 6.09 1.46
H: -0.24 -5.24 7.18
H: 1.00 4.89 0.78
H: -2.85 4.83 -2.63
H: -0.37 1.28 5.86
H: 1.99 1.56 2.30
H: 3.20 5.94 0.40
H: -2.41 1.73 4.53
H: -3.61 6.39 -0.85
H: 1.83 1.18 4.73
H: -2.34 -4.77 3.63
H: 4.68 2.23 -1.15
H: -1.18 4.30 1.99
H: 1.00 -6.25 5.28
H: 1.70 -1.89 1.16
H: -2.25 2.03 2.10
H: -0.75 -2.83 7.17
H: -2.63 -2.38 3.96
H: 1.71 -4.84 3.38
H: -0.03 -1.42 5.24

LUMO energy   4.00 eV
Net charge   -2
E_HOMO   -2.56 eV
Frontier orbital gap   6.56 eV
Total energy   -3096.42419 a.u.
Largest force on an atom   0.0445 Eh/bohr
2S+1   1

=====

[4]
Here is a cluster of 2 separate species, C2HO4S in total at a distorted geometry from OMol25. Energies are from the ωB97M-V functional and the def2-TZVPD basis.

CARTESIAN COORDINATES (ANGSTROEM)
S: 0.25 -0.15 2.66
O: 0.60 1.20 3.29
O: 0.25 -0.94 0.10
O: 0.14 -0.12 -2.96
O: -1.87 -0.50 -2.07
C: 0.48 -0.08 0.94
C: -0.82 -0.27 -2.43
H: 0.97 0.85 0.46

Energy relative to the best compared isomer or geometry (same formula, charge and spin)   0.348 eV
LUMO energy   3.21 eV
Net charge   -1
E_HOMO   -2.69 eV
Frontier orbital gap   5.90 eV
Total energy   -776.01222 a.u.
Largest force on an atom   0.1232 Eh/bohr
2S+1   1

=====

[5]
Here is a cluster of 2 separate species, H3S2 in total from OMol25. Energies are from the ωB97M-V functional and the def2-TZVPD basis.

CARTESIAN COORDINATES (ANGSTROEM)
S: -1.56 0.20 -0.92
S: 1.75 -0.47 0.24
H: -1.56 -0.31 0.32
H: -0.18 0.17 -0.86
H: 1.55 0.42 1.22

Energy relative to the best compared isomer or geometry (same formula, charge and spin)   0.050 eV
LUMO energy   3.86 eV
Net charge   -1
E_HOMO   -2.88 eV
Frontier orbital gap   6.74 eV
Total energy   -798.20347 a.u.
Largest force on an atom   0.0030 Eh/bohr
2S+1   1

=====

[6]
Here is a cluster of 2 separate species, C4H8N2O in total at a distorted geometry from OMol25. Energies are from the ωB97M-V functional and the def2-TZVPD basis.

CARTESIAN COORDINATES (ANGSTROEM)
O: -1.64 -1.67 -2.32
N: 0.60 -0.40 -0.12
N: -1.19 -1.05 -1.13
C: -0.03 -0.44 1.21
C: -0.12 -0.58 -1.12
C: 1.07 1.00 0.04
C: 0.90 0.92 1.47
H: 0.18 1.63 -0.43
H: 0.51 -0.62 -2.22
H: -0.15 -1.38 1.81
H: 1.60 0.50 2.06
H: -2.87 -1.32 -1.90
H: 1.95 1.49 -0.47
H: -1.12 0.15 1.22
H: 0.30 1.77 1.90

Energy relative to the best compared isomer or geometry (same formula, charge and spin)   8.839 eV
LUMO energy   0.45 eV
Net charge   0
E_HOMO   -8.69 eV
Frontier orbital gap   9.14 eV
Total energy   -341.67881 a.u.
Largest force on an atom   0.2334 Eh/bohr
2S+1   1

=====

[7]
Here is an isolated molecule of C3H4N2O3 at a distorted geometry from OMol25. Energies are from the ωB97M-V functional and the def2-TZVPD basis.

CARTESIAN COORDINATES (ANGSTROEM)
O: 1.57 -0.02 -0.13
O: 2.33 0.55 1.95
O: 0.19 0.20 1.55
N: 0.16 -0.23 -1.93
N: -2.00 -0.02 0.42
C: 0.28 -0.08 -0.60
C: -0.62 0.02 0.38
C: 1.48 0.30 1.17
H: 0.84 0.36 -2.54
H: -2.27 -0.74 1.08
H: 0.44 -1.19 -2.11
H: -2.39 0.85 0.77

Energy relative to the best compared isomer or geometry (same formula, charge and spin)   1.128 eV
LUMO energy   0.55 eV
Net charge   0
E_HOMO   -9.13 eV
SMILES string   Nc1oc(=O)oc1N
Frontier orbital gap   9.68 eV
Total energy   -451.93828 a.u.
Largest force on an atom   0.0763 Eh/bohr
2S+1   1

=====

[8]
Here is an isolated molecule of C3H4N2O2 at a distorted geometry from OMol25. Energies are from the ωB97M-V functional and the def2-TZVPD basis.

CARTESIAN COORDINATES (ANGSTROEM)
O: -0.55 -1.72 1.66
O: -1.66 -2.33 1.07
N: -0.27 0.62 0.66
N: 0.91 -0.98 -0.33
C: 0.45 1.22 -0.34
C: 1.17 0.22 -0.94
C: 0.07 -0.68 0.59
H: -1.33 -3.19 0.75
H: 1.86 0.27 -1.75
H: 0.38 2.26 -0.54
H: -0.92 1.04 1.30

Energy relative to the best compared isomer or geometry (same formula, charge and spin)   5.034 eV
LUMO energy   0.84 eV
Net charge   0
E_HOMO   -9.31 eV
SMILES string   OOc1ncc[nH]1
Frontier orbital gap   10.16 eV
Total energy   -376.57880 a.u.
Largest force on an atom   0.0943 Eh/bohr
2S+1   1

=====

Q: Which formula does entry 1 have?
A: C30H87ClN8O4